Model 1:
The following is a DFT calculation (ωB97M-V with the def2-TZVPD basis set) of a 2-piece molecular cluster, CH6S2 overall.

SMILES: SS.C
HOMO-LUMO gap in eV: 9.8
HOMO in eV: -9.486

The geometry in XYZ format:
```
9
Properties=species:S:1:pos:R:3:lowdin_charge:R:1
S -2.1956 0.2814 -1.4362 0.213
S -2.5678 -1.6181 -0.7201 0.223
H -0.9194 0.0718 -1.8422 -0.205
H -1.9883 -1.6722 0.4596 -0.232
C 1.4662 0.5260 0.7336 -0.053
H 2.0215 -0.1156 0.0486 0.016
H 1.1881 0.0339 1.6533 0.017
H 0.8071 1.1651 0.1423 0.005
H 2.1882 1.3276 0.9610 0.016
```

Model 2:
The following is a DFT calculation (ωB97M-V with the def2-TZVPD basis set) of a 2-piece molecular cluster, CH6S2 overall.

SMILES: SS.C
HOMO-LUMO gap in eV: 9.0
HOMO in eV: -9.179

The geometry in XYZ format:
```
9
Properties=species:S:1:pos:R:3:lowdin_charge:R:1
S -2.4248 -0.1291 0.4964 0.212
S -1.5265 -2.0857 0.2702 0.196
H -1.4588 0.4547 1.2549 -0.205
H -2.4086 -3.0821 0.5821 -0.202
C 6.6846 3.8490 -1.4112 -0.077
H 5.8731 3.9033 -2.2014 0.037
H 7.4906 3.0699 -1.6377 0.029
H 6.1499 3.3959 -0.5912 -0.007
H 7.4664 4.6018 -1.2055 0.018
```

Going by the energies, model 1 is most stable and the next is 15.2 kcal/mol up.